{"formula": "C22H14N2O5SeY", "method": "ωB97M-V/def2-TZVPD", "total_charge": -1, "relative_energy_kcal_mol": 0.00, "homo_lumo_gap_ev": 7.6, "spin_multiplicity": 1, "molar_mass_g_mol": 554.2, "total_energy_ha": -3772.4848, "lumo_energy_ev": 2.4, "species": ["Y", "O", "C", "C", "C", "N", "C", "C", "C", "O", "O", "C", "O", "O", "H", "H", "H", "Se", "C", "N", "C", "C", "C", "C", "C", "C", "C", "C", "C", "C", "C", "C", "C", "C", "H", "H", "H", "H", "H", "H", "H", "H", "H", "H", "H"], "xyz": [[-1.57665, 0.66925, -2.23430], [3.80792, 3.77551, -0.65318], [2.60598, 3.23660, -0.96703], [1.39173, 3.53139, -0.33224], [0.22967, 2.99286, -0.92002], [0.24853, 2.18378, -1.96355], [1.40457, 1.83537, -2.49488], [2.58770, 2.32422, -2.03501], [1.22130, 0.84066, -3.63281], [2.06174, 0.68132, -4.52055], [0.08954, 0.25116, -3.58301], [-1.16692, 3.11032, -0.36607], [-1.28095, 3.66555, 0.71163], [-2.09469, 2.45122, -0.98654], [3.65543, 4.23656, 0.15546], [1.32940, 4.09833, 0.58805], [3.55788, 2.04146, -2.47956], [-3.88271, 1.47637, -4.04656], [-3.48523, -0.28886, -3.77580], [-2.96276, -1.22319, -3.33255], [-1.69349, -4.76883, 2.99705], [-0.49608, -4.10262, 2.70169], [-0.49984, -3.06260, 1.79889], [-1.69408, -2.67604, 1.11355], [-2.87570, -3.36447, 1.45750], [-2.88262, -4.36890, 2.40299], [-1.71644, -1.74252, -0.01393], [-0.92376, -0.71695, -0.35961], [0.22069, -0.24862, 0.45666], [-0.02436, 0.55117, 1.55260], [1.00473, 1.10099, 2.29780], [2.34509, 0.94963, 1.89474], [2.57642, 0.21719, 0.71607], [1.52699, -0.32099, -0.01573], [-1.60711, -5.63672, 3.65495], [0.49209, -4.40267, 3.07606], [0.43929, -2.60491, 1.53619], [-3.79726, -3.16256, 0.98682], [-3.77628, -4.81016, 2.62076], [-2.56545, -1.90344, -0.72826], [-1.04738, 0.72767, 1.79133], [0.75637, 1.70636, 3.16701], [3.18700, 1.33309, 2.45345], [3.54301, 0.14012, 0.26291], [1.76666, -0.72312, -0.95298]], "atomic_forces_ev_per_a": [[-0.024, 0.185, 0.090], [-0.409, -0.638, -0.272], [-0.950, -0.658, -0.887], [-0.212, -0.370, -0.668], [0.463, 0.076, 0.208], [0.102, 0.235, 0.264], [0.317, -0.442, -0.751], [1.634, 0.499, -0.101], [1.124, -0.223, -1.454], [-0.304, 0.396, 1.187], [-0.618, -0.335, 0.084], [-0.529, -0.407, 1.286], [-0.221, 0.589, 0.119], [0.610, 0.179, -0.129], [0.258, 0.792, 1.054], [-0.146, 0.123, -0.120], [-0.772, 0.095, 0.096], [-0.102, -0.389, -0.149], [-0.353, 1.329, -0.152], [0.226, -1.039, 0.190], [0.886, -0.342, 0.409], [-0.113, -0.099, -0.198], [-1.022, 0.483, -0.889], [0.439, -1.056, 0.723], [1.425, 0.263, 0.301], [2.543, 0.876, -0.244], [-0.861, 0.571, -1.146], [0.341, -0.050, 0.200], [-0.507, 0.064, -1.242], [0.432, -0.074, 0.707], [0.769, 0.398, 0.039], [-0.670, -0.892, -0.509], [-0.652, 0.588, 0.324], [0.379, 0.505, 1.440], [-0.442, 0.267, -0.059], [-0.683, -0.105, 0.179], [0.069, 0.221, -0.090], [-0.818, 0.536, -0.704], [-2.174, -1.363, 0.652], [0.488, -0.222, 0.814], [-0.575, 0.181, 0.444], [0.089, -0.084, -0.095], [-0.104, 0.194, 0.127], [0.645, 0.023, 0.132], [0.023, -0.881, -1.208]], "lowdin_charge": [1.389, 0.088, -0.282, 0.086, -0.157, 0.066, -0.190, 0.064, -0.585, 0.046, -0.158, -0.604, 0.052, -0.180, 0.093, 0.128, 0.147, 0.503, -0.937, -0.008, -0.105, -0.102, -0.027, -0.189, -0.045, -0.100, -0.140, -0.185, -0.294, -0.062, -0.081, -0.100, -0.097, -0.062, 0.093, 0.103, 0.101, 0.094, 0.065, 0.075, 0.116, 0.101, 0.085, 0.094, 0.098]}

---

{"formula": "C7H22CeN4O7", "method": "ωB97M-V/def2-TZVPD", "total_charge": 1, "s2": 0.7513, "relative_energy_kcal_mol": 29.27, "homo_lumo_gap_ev": [3.3, 3.3], "spin_multiplicity": 2, "molar_mass_g_mol": 414.4, "total_energy_ha": -1500.2598, "lumo_energy_ev": [-5.3, -5.3], "species": ["O", "H", "Ce", "N", "N", "O", "O", "C", "C", "C", "C", "H", "H", "H", "H", "H", "H", "H", "H", "O", "H", "H", "C", "H", "H", "H", "O", "H", "H", "C", "O", "C", "O", "N", "N", "H", "H", "H", "H", "H", "H"], "xyz": [[-0.33261, 3.96539, 1.38274], [0.62177, 4.03036, 1.14221], [0.19188, 0.16861, 0.09509], [-0.79932, -0.50902, -1.82833], [1.43566, -1.67310, -0.93246], [-2.09553, -0.09818, -2.26587], [2.75559, -2.12271, -0.68219], [-0.20612, -1.43764, -2.63347], [1.02991, -2.02395, -2.16914], [-0.81498, -1.83481, -3.92984], [1.88674, -2.90730, -3.00039], [-1.58748, -1.10558, -4.16509], [-1.26610, -2.83418, -3.85813], [-0.07932, -1.87275, -4.74598], [2.63409, -3.41398, -2.38728], [2.40245, -2.34906, -3.79341], [1.26924, -3.65099, -3.51043], [-2.35972, 0.70788, -1.77159], [3.05583, -1.74738, 0.16889], [-0.60414, -2.17382, 0.84721], [-1.55874, -2.42881, 0.68079], [-0.13896, -2.88269, 0.30802], [1.74056, 1.64198, -0.70031], [1.56475, 2.71678, -0.58039], [1.73210, 1.31978, -1.75555], [2.63006, 1.28549, -0.15374], [-2.45467, 3.07469, -0.96912], [-2.23830, 3.78817, -0.33865], [-1.59968, 2.90253, -1.40828], [-1.81132, 1.70508, 4.84258], [-1.82240, 1.82113, 3.38394], [-1.04767, 1.10798, 2.63735], [-1.38553, 0.86262, 1.42060], [0.08623, 0.63856, 3.17959], [1.09900, -0.05609, 2.44054], [-1.15111, 0.91170, 5.23620], [-2.83715, 1.44990, 5.13428], [-1.52725, 2.67811, 5.26535], [0.28580, 0.94300, 4.12953], [2.01840, 0.40895, 2.48136], [1.27805, -1.00669, 2.80335]], "atomic_forces_ev_per_a": [[1.004, -1.167, -0.400], [-1.032, 0.176, 0.260], [0.500, 2.634, 0.495], [-0.992, -2.944, -4.358], [0.986, -1.750, -2.989], [1.454, -0.592, 0.064], [-0.809, 0.208, 0.079], [-3.014, 2.608, 1.266], [2.523, 0.600, 3.252], [-0.024, -0.005, -0.197], [-0.111, -0.287, -0.536], [0.000, -0.216, -0.177], [0.029, 0.193, 0.027], [-0.093, 0.044, 0.344], [-0.218, 0.132, -0.216], [-0.079, 0.042, 0.220], [0.009, 0.039, 0.031], [0.332, -0.143, 0.091], [-0.520, -0.084, -0.473], [-1.132, -2.485, -1.251], [1.249, 0.593, 0.626], [-0.516, 1.170, 1.055], [0.192, 0.468, 0.010], [0.309, -0.218, -0.101], [0.478, 0.177, -0.004], [0.334, 0.275, -0.417], [0.568, -0.512, -0.545], [0.342, -0.416, 0.198], [-0.460, 0.666, 0.397], [-0.136, 0.257, 0.241], [-0.239, -0.683, 0.624], [-1.019, 0.568, -2.447], [-0.501, 0.468, 3.828], [1.480, -0.650, 0.800], [0.256, -0.311, 1.204], [-0.322, 0.328, -0.356], [0.303, 0.191, -0.168], [-0.072, -0.321, -0.301], [0.366, -0.121, -0.540], [-0.762, 0.446, 0.201], [-0.664, 0.624, 0.159]], "lowdin_charge": [-0.513, -0.159, 1.194, -0.102, -0.073, 0.025, -0.003, -0.190, -0.214, 0.018, 0.018, 0.092, 0.120, 0.110, 0.094, 0.124, 0.103, 0.111, 0.125, -0.114, 0.127, 0.099, -0.291, 0.010, 0.003, -0.002, -0.074, 0.041, 0.027, 0.024, 0.069, -0.513, -0.121, 0.079, 0.003, 0.093, 0.111, 0.119, 0.156, 0.140, 0.135]}

---

{"formula": "C3H9O2", "method": "ωB97M-V/def2-TZVPD", "total_charge": -1, "relative_energy_kcal_mol": 17.11, "homo_lumo_gap_ev": 6.8, "spin_multiplicity": 1, "molar_mass_g_mol": 77.1, "total_energy_ha": -270.1585, "lumo_energy_ev": 4.3, "species": ["C", "O", "C", "C", "H", "H", "H", "H", "H", "H", "H", "H", "H", "O"], "xyz": [[-0.35584, -1.14781, 0.33696], [-0.14237, -1.42549, -0.94841], [-0.95505, 0.34694, 0.61672], [-0.92705, 1.16488, -0.67784], [0.54667, -1.22457, 0.99238], [-1.12281, -1.85860, 0.78196], [-0.30449, 0.78536, 1.37541], [-2.00935, 0.26418, 0.87387], [-1.61650, 2.00763, -0.62376], [-1.14352, 0.46518, -1.48965], [0.06966, 1.50481, -0.97691], [2.95689, 0.41935, -0.27055], [2.06714, -0.85434, -0.12350], [2.93662, -0.44751, 0.13334]], "atomic_forces_ev_per_a": [[-1.061, 0.226, 0.163], [0.666, 0.039, -0.322], [0.824, -0.802, -1.113], [0.449, -0.377, -0.112], [-0.085, -0.050, 0.163], [0.323, 0.284, 0.249], [-0.533, 0.242, 0.357], [0.012, 0.048, 0.649], [-0.012, 0.120, -0.205], [-0.453, 0.080, 0.016], [0.046, 0.259, 0.401], [-0.277, 0.072, -0.179], [0.651, 0.540, -0.061], [-0.551, -0.682, -0.006]], "lowdin_charge": [-0.545, -0.360, -0.246, -0.174, 0.053, 0.068, 0.070, 0.067, 0.041, 0.049, 0.050, 0.010, 0.020, -0.102]}

---

{"formula": "C27H36BrIMoN7O2PSi", "method": "ωB97M-V/def2-TZVPD", "total_charge": 2, "homo_lumo_gap_ev": [4.9, 4.9], "spin_multiplicity": 1, "molar_mass_g_mol": 852.4, "total_energy_ha": -5154.3700, "lumo_energy_ev": [-7.4, -7.4], "species": ["Mo", "Br", "C", "C", "C", "C", "C", "C", "N", "N", "C", "C", "C", "C", "O", "C", "N", "C", "C", "C", "C", "H", "H", "H", "H", "H", "H", "H", "H", "H", "C", "Si", "C", "C", "C", "H", "H", "H", "H", "H", "H", "H", "H", "H", "H", "H", "N", "C", "O", "C", "I", "H", "H", "H", "H", "C", "N", "C", "N", "C", "N", "C", "P", "C", "C", "H", "H", "H", "H", "H", "H", "H", "H", "H", "H", "H", "H"], "xyz": [[0.34862, 0.47236, -0.37716], [-7.66226, -3.77479, 5.08606], [-6.53748, -4.40706, 3.70630], [-7.06118, -5.22438, 2.70390], [-6.24789, -5.65692, 1.68084], [-4.91374, -5.22380, 1.62429], [-4.38953, -4.43792, 2.66361], [-5.19066, -4.04467, 3.70406], [-4.13368, -5.63835, 0.58214], [-3.15672, -5.05886, 0.14603], [-2.77896, -3.76924, 0.11702], [-3.70161, -2.76684, -0.22955], [-3.31774, -1.46451, -0.49892], [-1.97133, -1.12027, -0.40948], [-1.38861, 0.03838, -0.63039], [-1.01749, -2.10375, -0.04099], [0.25141, -1.62978, 0.03791], [1.18229, -2.49902, 0.41955], [0.91522, -3.83565, 0.69500], [-0.37026, -4.32857, 0.58520], [-1.38629, -3.44316, 0.20773], [-8.10002, -5.51564, 2.73420], [-6.63412, -6.27776, 0.88732], [-3.33969, -4.18193, 2.66452], [-4.78085, -3.45429, 4.50770], [-4.74210, -3.04416, -0.30724], [-4.05652, -0.71965, -0.75966], [2.19400, -2.12944, 0.49100], [1.73287, -4.47604, 0.98034], [-0.59894, -5.36473, 0.77434], [4.84800, -0.18442, -1.46260], [2.96861, -0.03619, -1.73649], [2.51990, 1.41183, -2.91052], [2.26430, -1.61786, -2.55233], [2.28581, 0.30956, 0.11112], [5.36656, -0.32228, -2.40520], [5.09939, -1.03959, -0.83871], [5.26231, 0.69998, -0.98566], [3.12789, 1.35348, -3.80873], [2.69607, 2.39329, -2.47323], [1.47838, 1.35743, -3.23468], [2.74761, -1.73271, -3.51822], [1.18678, -1.58407, -2.73591], [2.49110, -2.51630, -1.98512], [2.30542, 1.41639, 0.29195], [3.01571, -0.14008, 0.77857], [-0.12513, 1.98354, 3.84785], [-0.67623, 0.85967, 3.37390], [-0.75810, 0.62263, 2.17644], [-1.21424, -0.08606, 4.41677], [-1.86969, -1.85823, 3.45133], [0.29039, 2.63763, 3.20356], [-0.06595, 2.18740, 4.83081], [-2.06749, 0.34000, 4.94017], [-0.45656, -0.35786, 5.14747], [-1.91654, 5.39932, -1.31970], [-0.71992, 5.15837, -2.10554], [0.40570, 5.84560, -1.50136], [0.61380, 5.41112, -0.12786], [-0.60231, 5.62171, 0.64238], [-1.74498, 4.94282, 0.05180], [-1.66368, 3.51189, 0.14344], [-0.15803, 2.81936, -0.75280], [-0.48096, 3.77155, -2.36075], [1.08565, 4.05812, -0.05987], [-2.76221, 4.87928, -1.77378], [-2.12029, 6.47229, -1.30839], [0.20437, 6.91940, -1.50519], [1.31589, 5.65423, -2.07338], [-0.81104, 6.69336, 0.67199], [-0.44979, 5.27666, 1.66890], [-2.56321, 3.06847, -0.30533], [-1.62755, 3.21331, 1.19948], [-1.35649, 3.33642, -2.85447], [0.38210, 3.66744, -3.02352], [2.01823, 3.97260, -0.63535], [1.29107, 3.79957, 0.98907]], "atomic_forces_ev_per_a": [[1.344, 1.710, 1.572], [0.169, -0.145, -0.179], [-0.057, -0.035, -0.062], [-0.076, 0.247, 0.363], [0.588, 0.156, -0.243], [-0.682, 1.150, 1.358], [-0.125, -0.282, -0.375], [-0.304, 0.077, 0.194], [-0.321, -1.684, -0.657], [0.868, -0.971, -0.937], [-0.374, 1.810, 0.297], [0.240, -0.613, 0.146], [0.873, 0.755, -0.059], [-0.850, -2.588, 0.611], [-0.676, 0.974, -0.887], [-0.783, 0.019, -0.228], [0.085, -1.415, 0.422], [-0.037, 0.096, -0.069], [-0.208, -0.270, 0.024], [0.228, 0.335, -0.117], [0.031, 0.426, 0.108], [-0.051, -0.007, 0.016], [0.000, -0.122, -0.044], [0.054, -0.054, -0.018], [-0.027, 0.060, 0.124], [-0.075, 0.029, -0.002], [-0.029, 0.029, -0.033], [0.005, -0.032, 0.048], [0.079, -0.084, 0.053], [0.005, -0.175, 0.026], [-0.750, 0.069, 0.121], [0.870, -0.057, -1.063], [-0.033, -0.457, 0.714], [0.069, 0.601, 0.651], [-0.213, -0.248, -0.422], [-0.041, 0.008, -0.300], [-0.092, -0.119, 0.106], [-0.023, 0.159, 0.050], [0.135, -0.155, -0.152], [0.014, 0.071, 0.105], [-0.094, 0.033, -0.044], [0.126, 0.147, -0.211], [0.004, -0.015, 0.025], [-0.036, -0.094, 0.098], [-0.242, 0.006, -0.062], [-0.134, -0.131, 0.039], [0.160, 0.101, -0.026], [0.159, 0.412, 0.445], [0.647, -0.046, -1.556], [-0.221, -0.385, -0.181], [-0.074, -0.094, 0.347], [-0.069, -0.007, 0.064], [-0.010, -0.046, 0.049], [0.007, 0.061, -0.043], [0.050, 0.046, -0.037], [-0.034, -0.023, -0.013], [-0.141, 0.538, -0.489], [0.035, 0.019, -0.062], [0.308, 0.172, 0.227], [-0.059, 0.061, 0.071], [-0.342, 0.253, 0.247], [-0.072, -0.590, 0.268], [-0.516, 1.943, -0.365], [0.202, -0.764, -0.084], [0.344, -0.397, 0.194], [-0.006, 0.063, 0.013], [-0.008, -0.083, -0.018], [0.033, -0.091, 0.009], [-0.049, 0.049, -0.058], [0.011, -0.075, -0.013], [-0.032, -0.014, -0.043], [0.195, -0.017, 0.130], [-0.012, -0.079, -0.184], [0.144, -0.043, 0.011], [-0.060, -0.094, -0.011], [-0.115, -0.067, 0.186], [0.072, -0.019, -0.184]], "lowdin_charge": [1.381, 0.802, -0.660, -0.096, 0.015, -0.264, -0.047, -0.123, 0.122, 0.098, -0.221, 0.017, 0.050, -0.314, -0.266, -0.202, -0.027, -0.109, -0.005, 0.049, -0.115, 0.113, 0.126, 0.038, 0.088, 0.131, 0.135, 0.100, 0.123, 0.135, -0.154, 0.533, -0.191, -0.171, -0.360, 0.045, 0.040, 0.041, 0.048, 0.019, 0.017, 0.048, 0.030, 0.028, 0.023, 0.040, 0.200, -0.636, -0.092, -0.518, 1.073, 0.107, 0.129, 0.069, 0.065, -0.160, -0.153, -0.159, -0.145, -0.165, -0.148, -0.297, 0.929, -0.290, -0.313, 0.138, 0.142, 0.143, 0.137, 0.142, 0.131, 0.105, 0.085, 0.104, 0.087, 0.091, 0.086]}